(1)
Computed, not measured: a molecular structure, C27H33CoO2, with wB97M-V/def2-TZVPD.

```
63
Properties=species:S:1:pos:R:3:forces:R:3
O -1.09482 -0.18787 -2.01370 2.2247 -1.9919 -6.7296
C 0.16696 -0.38013 -2.78232 0.3834 0.3853 1.0487
C -0.53649 -0.51130 -4.11735 0.4950 0.0764 0.5682
H 0.64828 -1.30297 -2.43276 0.1029 0.3394 -0.1002
H 0.80253 0.51538 -2.68247 -0.1655 -0.5483 0.1529
C -1.82010 -0.40980 -3.31980 -0.7989 -0.0251 0.7487
H -0.36262 -1.48078 -4.57262 -0.1302 0.0304 -0.2986
H -0.32955 0.30794 -4.79457 -0.0901 0.0844 -0.2049
C -2.54269 -1.74112 -3.29010 -0.5760 -0.2542 -0.0274
H -2.06003 -2.43587 -2.59357 -0.0681 0.1866 -0.1134
H -2.54335 -2.20620 -4.28255 0.0175 0.1707 0.0001
H -3.58250 -1.60079 -2.98630 0.1741 -0.1947 -0.0324
C -2.71986 0.77152 -3.58709 -0.1551 0.0787 -0.2581
H -2.12080 1.67489 -3.72473 -0.1464 -0.1174 0.0798
H -3.43098 0.91893 -2.76154 0.3416 -0.0611 -0.1029
H -3.30045 0.61077 -4.49846 0.0098 -0.1369 -0.1090
Co -1.58516 0.31319 -0.38482 0.6203 2.2317 1.5265
C -1.44114 2.30812 0.08813 0.1827 1.6294 -0.1763
C -0.13596 2.57340 0.85533 -0.3829 -0.6020 -0.7268
C 0.86632 2.59193 -0.26464 0.8744 0.1428 -0.4180
H -0.19619 3.53081 1.42243 0.1476 -0.0133 0.1213
C 0.22710 2.59723 -1.49405 -0.6122 0.7247 -0.1545
C -1.19424 2.51672 -1.29952 0.6921 0.3486 0.2819
H -1.95506 2.76176 -2.03790 0.2743 -0.2047 0.2704
H -2.36265 2.66652 0.54159 0.0991 -0.0867 -0.1032
H 1.93249 2.74651 -0.07688 -0.3445 -0.1554 -0.1487
H 0.71260 2.70920 -2.46545 -0.0535 -0.0297 0.2348
C -2.56099 0.33703 1.38110 -0.9570 -0.4426 1.1322
C -3.46578 0.22158 0.27147 -1.2360 -0.4592 1.2433
C -3.22048 -1.03661 -0.34029 -0.4066 -0.6128 0.1195
H -4.23151 0.93785 -0.02523 0.1108 -0.2781 0.2377
C -2.06631 -1.61760 0.26611 -0.7149 -0.8146 0.5531
C -1.68288 -0.77668 1.35279 -0.0852 -0.4403 0.6446
H -0.84805 -0.93728 2.03871 -0.4686 -0.0048 -0.4698
H -2.50421 1.15775 2.08608 0.0089 -0.2158 -0.1524
H -3.88037 -1.51791 -1.05845 0.4195 0.3168 0.0382
H -1.57475 -2.54818 -0.00842 -0.2326 0.1374 0.0537
O 2.39399 -2.86404 -1.21108 0.5523 1.3320 -0.0815
C 1.80573 -1.99746 -0.21013 -0.4553 -0.4017 0.4154
C 2.40088 -0.58244 -0.32109 -0.1947 -0.1725 -0.4188
H 1.98453 -2.42129 0.79602 0.0565 0.0460 -0.3771
H 0.70692 -2.01064 -0.36480 0.5809 0.1170 0.0780
C 3.53679 -0.70297 -1.37621 -0.3698 -0.1723 0.2933
H 2.75750 -0.22263 0.65279 -0.0872 -0.1019 -0.3240
H 1.63167 0.12390 -0.66386 0.3029 -0.1183 0.3046
C 3.53496 -2.18071 -1.79913 -0.1670 -0.6740 0.1516
H 4.49767 -0.45283 -0.91738 -0.0862 0.0918 -0.2491
H 3.35450 -0.04153 -2.23431 0.0949 -0.1234 0.2787
H 4.45716 -2.67557 -1.44817 -0.2477 0.0452 -0.1050
H 3.46797 -2.32755 -2.88818 0.0308 0.1041 0.2748
C 0.23189 1.51335 1.79339 0.7102 -0.3417 2.5927
C 0.59314 0.86209 2.77131 -0.0666 1.5305 -1.3225
C 1.12763 0.50118 4.05607 -0.2671 -0.2961 -0.1836
C 2.14040 1.29456 4.62706 0.1058 -0.1076 0.0734
C 2.64940 0.99461 5.88937 -0.2912 -0.2215 -0.2116
C 2.12271 -0.07945 6.61418 -0.1736 0.0247 -0.1159
C 1.07678 -0.84013 6.07157 0.2882 0.1984 -0.0817
C 0.60486 -0.58132 4.78640 0.1090 0.1292 0.2218
H 2.51857 2.14690 4.05613 -0.1294 -0.3228 0.1977
H 3.44739 1.60771 6.30365 -0.1331 -0.1369 -0.0253
H 2.52019 -0.31863 7.60038 -0.1486 0.0750 -0.1890
H 0.62031 -1.63137 6.66149 0.1621 0.0220 -0.1145
H -0.18986 -1.19164 4.34635 0.2696 0.2815 0.1887
```
Forces are in eV/Å.

Computed properties:
LUMO (alpha / beta) = 2.79 / 2.77 eV
Orbital gap (alpha / beta) = 3.20 / 5.26 eV
Charge = -1
Spin multiplicity = 4

Atom charges from the Mulliken analysis, given in e for atoms 1 to 5: -0.10, -0.07, -0.64, -0.22, 0.01

---

(2)
Computed, not measured: C27H33N3O in the gas phase, with wB97M-V/def2-TZVPD.

```
64
Properties=species:S:1:pos:R:3:forces:R:3
C 5.43678 0.98424 5.33451 0.0127 0.0335 0.0116
C 4.86264 1.90815 4.30326 -0.0186 0.0639 0.0015
C 4.75921 3.27130 4.56672 -0.0239 -0.0359 -0.0701
C 4.23539 4.13788 3.62289 0.0379 0.0459 0.1062
C 3.80665 3.65922 2.39977 -0.0193 -0.1873 -0.1119
C 3.90309 2.29783 2.11973 0.1906 0.2996 0.5780
C 3.45942 1.77766 0.82738 -0.2125 -0.2342 -0.6205
N 2.98010 2.64600 -0.06350 0.0808 0.3145 0.2721
C 2.58605 2.17269 -1.22776 0.0404 -0.4251 -0.1816
C 2.64438 0.81948 -1.55631 0.0432 0.1260 0.1762
C 2.12629 0.28137 -2.86179 0.0530 -0.0036 0.0322
N 0.74902 -0.18608 -2.81768 0.0078 -0.0048 -0.1205
C -0.22354 0.87068 -2.57309 -0.1343 0.2274 0.0318
C -1.59866 0.28137 -2.24259 0.1143 -0.1672 -0.0865
C -1.84737 -1.06531 -2.93580 -0.1330 0.0200 -0.1482
C -1.80096 -0.90199 -4.48134 -0.2923 -0.0051 0.0789
O -0.54661 -1.07939 -5.07542 0.3349 0.0236 -0.3430
C -3.25794 -1.59060 -2.59984 0.2998 0.1554 0.2095
C -3.64574 -1.60630 -1.12194 -0.1557 -0.1162 -0.4030
C -4.96110 -2.36799 -0.91256 0.2478 0.1786 0.1631
C -5.35217 -2.35700 0.53712 -0.1135 -0.0792 -0.0944
C -4.90584 -3.35163 1.39787 -0.0116 0.0157 -0.0271
C -5.23570 -3.32451 2.74114 0.0392 -0.0509 0.0855
C -6.01625 -2.29753 3.24352 -0.0245 0.0037 0.1109
C -6.46352 -1.29911 2.39524 -0.0390 0.0776 0.0628
C -6.13166 -1.32934 1.05255 0.0123 -0.0267 -0.0155
C -0.76422 -2.06098 -2.47533 0.0347 0.0292 0.0571
C 0.50238 -1.34727 -1.98135 -0.1057 -0.2748 0.0234
C 3.16860 0.00347 -0.55606 -0.1510 0.1748 -0.3916
N 3.57023 0.46657 0.60933 0.1578 -0.0387 0.3942
C 4.43106 1.43248 3.07670 -0.0548 0.1500 -0.0698
H 6.47380 1.24680 5.54119 0.0698 -0.0516 0.0547
H 4.88188 1.06427 6.26829 0.0019 -0.0570 0.0808
H 5.40142 -0.04718 4.99438 0.0212 -0.0860 0.0297
H 5.09389 3.65302 5.52108 0.0326 0.0451 0.1027
H 4.16304 5.19277 3.84440 -0.0100 0.0797 0.0102
H 3.39750 4.31940 1.65180 -0.0234 0.0592 -0.0365
H 2.21972 2.90829 -1.93584 -0.0627 -0.0256 -0.1306
H 2.17777 1.06610 -3.62390 0.0795 -0.0826 0.0079
H 2.74659 -0.55956 -3.18688 -0.0022 0.1134 -0.0472
H 0.08419 1.52454 -1.74033 -0.0265 -0.0528 -0.1144
H -0.27324 1.48730 -3.47734 -0.0086 0.0387 0.0485
H -1.66604 0.12996 -1.16478 -0.0486 0.0617 0.0556
H -2.37299 0.99628 -2.52562 -0.0534 0.0360 0.0569
H -2.44832 -1.65540 -4.94232 -0.0617 0.0652 0.1049
H -2.20934 0.08859 -4.74000 -0.0947 -0.0718 0.0498
H 0.11888 -0.68954 -4.47750 0.0581 -0.0273 0.0932
H -3.98758 -0.98126 -3.13951 -0.0970 -0.0150 -0.1060
H -3.33194 -2.60915 -2.98950 -0.0396 -0.0444 -0.1021
H -2.86714 -2.08343 -0.52354 0.0517 0.0418 0.0878
H -3.77371 -0.58775 -0.75246 0.0571 0.0248 0.0887
H -4.83841 -3.39724 -1.25640 -0.0479 -0.0049 -0.0585
H -5.74346 -1.89921 -1.51304 -0.0349 -0.0578 -0.0502
H -4.29884 -4.15771 1.00969 0.0578 -0.0917 -0.0558
H -4.88443 -4.10755 3.39757 0.0226 -0.0591 0.0488
H -6.27655 -2.27637 4.29155 -0.0219 0.0001 0.0768
H -7.07438 -0.49558 2.78072 -0.0475 0.0579 0.0293
H -6.48591 -0.54915 0.39335 -0.0450 0.0783 -0.0833
H -0.50700 -2.70532 -3.31721 -0.0009 -0.0429 0.0628
H -1.14321 -2.69384 -1.67320 -0.0268 -0.0545 0.0545
H 0.40063 -1.07064 -0.91953 0.0727 -0.0310 -0.0390
H 1.35378 -2.02579 -2.06730 0.0200 0.0390 0.0653
H 3.28110 -1.06514 -0.70063 -0.0301 -0.0850 -0.1168
H 4.49727 0.38185 2.83888 0.0210 -0.0893 0.0205
```
Forces are in eV/Å.

Computed properties:
LUMO = 0.27 eV
Orbital gap = 8.99 eV
Spin multiplicity = 1

Atom charges from the Mulliken analysis, given in e for atoms 1 to 5: -1.45, 0.81, -0.52, -0.72, -0.56

---

(3)
Computed, not measured: 5 unconnected molecules or ions with the total composition C27H33N5O2, with wB97M-V/def2-TZVPD.

```
67
Properties=species:S:1:pos:R:3:forces:R:3
C 5.69685 -0.72248 -2.00669 0.7277 1.8360 1.0155
C 5.72765 0.58953 -1.47960 -0.4419 -1.0500 -1.4099
C 5.15638 1.86663 -2.28691 -1.1313 -0.4213 1.5453
C 3.56250 1.94907 -1.98078 0.5266 -1.4127 -0.5543
N 2.76860 1.41137 -3.09564 0.2326 0.1231 1.3396
C 1.35585 1.12608 -2.72136 -0.8473 0.0834 -0.9627
C 1.16858 -0.12714 -1.73737 0.7168 1.3474 -0.2817
O 3.14973 3.30001 -1.54651 -0.6180 -0.8303 2.2058
C 2.61552 3.14044 -0.23061 1.2732 1.0100 1.9395
O 3.08515 3.65891 0.78802 -1.2658 -1.1749 -3.5190
H 4.84085 -1.17019 -2.60156 1.5658 1.2028 -0.1577
H 6.63578 -1.35490 -1.86275 -1.9387 0.2941 0.8065
H 6.12521 0.79692 -0.42422 0.4100 -0.2447 -2.0705
H 5.62822 2.82444 -1.86603 -0.5552 -1.5165 -0.6862
H 5.38214 1.74953 -3.39395 -0.4311 0.1918 1.4823
H 3.40579 1.27224 -1.06700 0.0490 0.7541 -1.4584
H 2.84658 1.97373 -3.94965 -0.0208 -0.1897 0.6276
H 0.79220 0.87070 -3.68781 0.9199 0.4868 1.2709
H 0.88901 2.09939 -2.34046 0.2629 -1.3822 -0.1847
H 0.93058 0.30106 -0.70131 0.2095 -1.0946 -1.3038
H 2.17363 -0.67141 -1.70469 -1.5051 0.5233 0.0391
H 0.33793 -0.78396 -2.13826 1.1517 0.7544 0.9068
H 1.72400 2.44053 -0.12061 0.9186 0.7003 -0.6284
C -4.36238 -1.39487 -0.75248 -0.0785 -0.0391 -0.0111
C -3.76744 -2.61419 -1.04020 -0.1235 0.1555 0.0321
C -2.39038 -2.65260 -1.19041 0.5526 0.3471 -0.0807
N -1.59608 -1.57575 -1.07709 -0.8673 -0.0077 0.0946
C -2.19761 -0.40822 -0.80006 0.3363 -0.3795 -0.0673
C -3.56456 -0.26590 -0.62812 -0.0265 -0.0640 0.0226
H -5.43727 -1.32426 -0.62641 0.0561 -0.0005 -0.0123
H -4.35849 -3.51478 -1.14495 0.1012 0.0073 0.0452
H -1.87942 -3.58200 -1.41214 -0.1357 0.0203 0.0334
H -1.53248 0.44581 -0.71634 -0.0611 0.0297 0.0060
H -3.99506 0.70200 -0.40358 0.0464 -0.0263 -0.0161
C -1.22890 -7.43590 1.75177 0.0375 -0.0599 0.0557
C -2.08711 -7.74846 0.70781 0.0697 0.0374 0.0799
C -2.65841 -6.70678 -0.00485 -0.0013 0.5207 0.0118
N -2.43318 -5.40998 0.25782 0.2199 -0.6260 0.3620
C -1.60084 -5.13516 1.27310 -0.3254 0.0996 -0.4101
C -0.97718 -6.10319 2.04341 -0.0369 -0.1303 -0.0215
H -0.76098 -8.22298 2.33259 -0.0262 0.0477 -0.0369
H -2.30713 -8.77744 0.45295 -0.0025 0.0584 -0.0100
H -3.33368 -6.90037 -0.83196 0.0200 -0.0659 0.0309
H -1.43887 -4.07853 1.46422 0.0605 -0.0192 0.0221
H -0.31249 -5.82262 2.85075 -0.0373 0.0218 -0.0440
C -3.78224 -2.23112 3.16915 0.0215 -0.0086 -0.1443
C -3.49708 -3.34549 3.94445 -0.0298 0.0956 -0.0454
C -3.58879 -3.22697 5.32192 -0.1231 0.3975 0.3745
N -3.93432 -2.09438 5.95260 0.0345 -0.0335 -0.6202
C -4.20319 -1.03101 5.18013 0.0751 -0.3289 0.4307
C -4.14388 -1.04764 3.79570 0.0396 -0.1275 -0.0393
H -3.72293 -2.28440 2.08687 0.0043 -0.0014 0.0348
H -3.21060 -4.28525 3.48894 -0.0292 0.0231 0.0365
H -3.37859 -4.07126 5.97040 0.0080 -0.0138 -0.0613
H -4.47761 -0.12826 5.71631 -0.0012 0.0005 -0.0672
H -4.37379 -0.15830 3.22231 0.0135 -0.0250 0.0417
C 1.92811 7.73294 -1.92510 -0.0047 -0.0061 -0.0717
C 2.20036 6.62534 -1.13572 -0.0532 0.0949 -0.0970
C 2.11284 6.76379 0.24074 -0.1284 0.3756 0.4704
N 1.78307 7.91042 0.85637 0.0046 0.0111 -0.6525
C 1.52656 8.96635 0.06967 0.0818 -0.3341 0.4339
C 1.58295 8.92980 -1.31421 0.0353 -0.1046 -0.0586
H 1.98464 7.66441 -3.00601 -0.0014 0.0051 0.0575
H 2.47405 5.67598 -1.57867 0.0275 0.0510 0.0416
H 2.31329 5.92654 0.89972 0.0334 0.0269 -0.0913
H 1.26489 9.88009 0.59370 -0.0036 0.0062 -0.0711
H 1.36350 9.81410 -1.89935 0.0083 -0.0216 0.0505
```
Forces are in eV/Å.

Computed properties:
LUMO = 0.60 eV
Orbital gap = 9.38 eV
Spin multiplicity = 1

Atom charges from the Mulliken analysis, given in e for atoms 1 to 5: -0.61, -0.41, -0.61, -0.30, -0.30

---

(4)
Computed, not measured: a molecular structure, C27H33N8STi, with wB97M-V/def2-TZVPD.

```
70
Properties=species:S:1:pos:R:3:forces:R:3
Ti -0.35499 0.39955 -0.36669 -0.1010 0.2838 -0.4270
N -1.74507 0.31367 3.45789 -0.0438 0.0219 0.0626
C -1.15172 -0.19135 2.36664 0.2630 0.0235 -0.1891
S -2.13025 -0.79279 1.02883 -0.2674 -0.1307 0.1808
N 0.16136 -0.19197 2.29759 -0.0752 0.1428 0.1743
N 0.51512 -0.76445 1.08074 0.1502 0.1095 0.2117
C 0.88640 -1.98704 0.98606 -0.0143 -0.0367 -0.1043
C 1.20237 -2.86238 2.12442 0.0263 0.0597 -0.2165
C 2.07670 -2.42303 3.11728 0.0280 0.0250 0.0509
C 2.37221 -3.25051 4.18558 -0.0024 0.0014 -0.0013
C 1.77781 -4.50336 4.28036 -0.0012 -0.0014 -0.0022
C 0.89212 -4.93539 3.30301 -0.0088 0.0268 -0.0332
C 0.61155 -4.12177 2.21618 -0.0086 -0.0743 0.0365
C 0.75351 -2.47298 -0.41157 -0.0750 0.2809 0.1084
C 1.21741 -3.68853 -0.86055 0.0342 -0.1756 -0.0455
C 0.85919 -4.11721 -2.13649 0.0250 0.0310 0.0837
C 0.03693 -3.31387 -2.90189 -0.0247 0.0617 -0.0001
C -0.34933 -2.07905 -2.39582 0.0109 -0.0602 -0.0375
N 0.01361 -1.64560 -1.19177 -0.1037 -0.1455 -0.0768
H -2.72886 0.16933 3.59469 0.0001 -0.0012 0.0059
H -1.17469 0.51355 4.26498 -0.0057 -0.0170 0.0055
H 2.52267 -1.43917 3.04995 -0.0050 -0.0041 -0.0067
H 3.06312 -2.91796 4.94821 -0.0038 -0.0072 0.0003
H 2.00545 -5.14494 5.12110 0.0012 0.0036 -0.0024
H 0.42143 -5.90558 3.38407 0.0038 0.0025 0.0063
H -0.08967 -4.45270 1.45979 0.0031 -0.0063 0.0186
H 1.82715 -4.29764 -0.20759 0.0027 -0.0138 -0.0346
H 1.20231 -5.07143 -2.51288 0.0085 -0.0020 0.0208
H -0.30009 -3.62453 -3.88066 -0.0095 0.0178 -0.0010
H -0.97591 -1.41569 -2.97632 -0.0068 0.0031 -0.0285
C 3.34655 0.37404 -0.19272 -0.0190 0.0486 -0.0404
C 2.12701 0.99909 -0.82683 0.1519 -0.1500 0.1520
C 1.52341 2.11334 -0.20405 -0.0613 -0.0474 0.2312
C 1.97692 2.54902 1.16658 0.0066 -0.0012 -0.0280
C 0.54923 2.85405 -0.89114 0.0669 -0.0385 0.0660
C 0.11385 4.18447 -0.34214 -0.0189 -0.0127 0.0252
C 0.03788 2.36471 -2.11117 -0.0957 0.1231 -0.0144
C -1.03856 3.12343 -2.83645 0.0075 0.0199 0.0071
C 0.57113 1.20310 -2.69413 0.0841 -0.1444 -0.1104
C 0.07147 0.81744 -4.06705 0.0272 0.0126 0.0232
C 1.66588 0.54720 -2.07540 -0.0280 0.0945 -0.0834
C 2.43086 -0.54761 -2.76841 -0.0242 -0.0342 0.0231
H 3.09219 -0.46809 0.45383 0.0034 -0.0179 -0.0084
H 3.88124 1.10024 0.41344 -0.0096 -0.0026 0.0065
H 4.03860 0.01560 -0.94949 0.0003 -0.0031 -0.0052
H 2.84015 3.21605 1.09501 -0.0028 -0.0014 -0.0062
H 2.25740 1.69544 1.77834 -0.0037 -0.0083 0.0017
H 1.18822 3.08141 1.69179 -0.0027 -0.0019 0.0065
H -0.69252 4.08388 0.38720 -0.0016 0.0060 -0.0136
H -0.22748 4.84442 -1.13406 -0.0033 -0.0008 0.0092
H 0.94767 4.67582 0.15428 -0.0020 0.0002 0.0017
H -0.58407 3.76176 -3.59972 -0.0117 -0.0049 -0.0071
H -1.61413 3.75690 -2.17019 0.0076 -0.0083 0.0013
H -1.73364 2.45822 -3.34183 0.0039 -0.0027 -0.0014
H -1.00535 0.64765 -4.07921 -0.0016 0.0030 0.0108
H 0.55538 -0.06360 -4.46936 -0.0016 -0.0110 -0.0007
H 0.26369 1.63610 -4.76317 -0.0046 -0.0028 -0.0023
H 3.33731 -0.12102 -3.20566 0.0036 -0.0116 0.0033
H 1.87831 -1.01849 -3.57148 -0.0050 -0.0074 -0.0009
H 2.74042 -1.32701 -2.07491 0.0016 0.0040 0.0079
N -5.08326 1.30488 1.29414 -0.0146 0.0287 -0.0583
C -5.00100 2.58857 0.92967 -0.1426 -0.2421 0.2094
N -6.02100 3.40718 1.15936 0.0330 0.0188 -0.0411
N -3.91953 3.11465 0.35370 0.1527 0.2990 -0.2314
C -2.91409 2.39370 0.04359 -0.0869 -0.1230 0.1852
N -1.96379 1.78377 -0.24675 0.1596 -0.1884 -0.0794
H -5.93952 0.91813 1.65412 -0.0023 0.0071 0.0058
H -4.31165 0.66938 1.12497 0.0308 -0.0107 0.0038
H -6.86762 3.10681 1.60976 0.0022 -0.0079 0.0064
H -5.93539 4.37018 0.88035 0.0005 0.0007 -0.0144
```
Forces are in eV/Å.

Computed properties:
LUMO (alpha / beta) = -6.22 / -6.16 eV
Orbital gap (alpha / beta) = 7.49 / 7.65 eV
Charge = +2
Spin multiplicity = 2

Atom charges from the Mulliken analysis, given in e for atoms 1 to 5: 0.04, -0.42, 0.68, -0.69, -1.21

---

Maximum force for the records above, in order: 7.4 0.7 3.9 0.5 eV Å⁻¹
Energy above the lowest of the compared OMol25 structures with the same formula, charge and spin for the records above, in order: 5.5 21.8 158.8 1.1 kcal per mole